Computed, not measured: a single C7H11BN4O3 molecule in a non-equilibrium geometry, with ωB97M-V with the def2-TZVPD basis set.

Calculated values
LUMO energy, eV: -0.765
M, g mol⁻¹: 210.00
Kohn-Sham gap, eV: 8.966
2S+1: 1
SMILES: CB(O)c1nnc(CCOC(C)=O)nn1

The geometry in XYZ format:
```
26
C7H11BN4O3 ωB97M-V with the def2-TZVPD basis set
C -3.22 -1.89 2.77
B -1.72 -2.46 2.46
O -1.31 -3.79 2.78
C -0.69 -1.38 1.77
N 0.54 -1.27 2.40
N 1.36 -0.41 1.85
C 0.83 0.27 0.77
C 1.82 1.37 0.12
C 2.52 0.84 -1.21
O 1.62 0.70 -2.33
C 1.19 1.94 -2.82
C 0.10 1.90 -3.98
O 1.61 3.05 -2.47
N -0.40 0.18 0.15
N -1.20 -0.72 0.67
H -3.78 -2.58 3.47
H -3.07 -0.87 3.27
H -3.78 -1.67 1.80
H -2.15 -4.26 2.96
H 2.59 1.69 0.89
H 1.17 2.27 -0.13
H 3.05 -0.14 -0.98
H 3.35 1.59 -1.45
H 0.56 2.46 -4.86
H -0.87 2.37 -3.64
H -0.12 0.82 -4.28
```

Here are the natural (NBO) charges for atoms 1 to 2, given in e:
1 C -1.016
2 B 0.966


Computed, not measured: 3 unconnected molecules or ions with the total composition C43H70N3O12PS in a non-equilibrium geometry, with ωB97M-V with the def2-TZVPD basis set.

Calculated values
LUMO energy, eV: 0.310
M, g mol⁻¹: 884.08
Kohn-Sham gap, eV: 8.545
2S+1: 1
SMILES: CCCCCCCCCc1cc(CCOC=O)c(OC#N)c2c1N(P(N)O)c1ccc(CCCC(=O)OCC)cc1S2.COCCOCCOC.COCCOCCOC

The geometry in XYZ format:
```
130
C43H70N3O12PS ωB97M-V with the def2-TZVPD basis set
C 5.18 -2.29 1.87
C 4.49 -1.33 0.85
C 4.87 -1.76 -0.63
C 4.67 -0.57 -1.66
C 3.96 -1.11 -2.98
C 2.48 -0.57 -3.11
C 1.38 -1.69 -3.01
C 0.03 -1.06 -2.44
C -0.06 -1.45 -0.93
C -1.10 -0.64 -0.11
C -2.16 -1.37 0.52
C -3.18 -0.76 1.34
C -4.26 -1.62 2.01
C -4.04 -1.82 3.56
O -2.65 -1.73 3.96
C -2.46 -0.98 5.09
O -2.89 0.14 5.26
C -3.10 0.67 1.48
O -4.10 1.36 2.25
C -5.20 1.39 1.47
N -6.22 1.18 0.96
C -2.04 1.42 0.86
C -1.02 0.80 0.06
N 0.10 1.47 -0.57
P 1.57 1.51 0.45
N 1.52 2.95 1.46
O 1.47 0.23 1.52
C -0.21 2.80 -1.03
C 0.46 3.25 -2.24
C 0.25 4.57 -2.76
C -0.62 5.53 -2.11
C -0.82 6.98 -2.64
C -0.09 8.02 -1.72
C 1.47 8.09 -1.94
C 2.26 6.87 -1.35
O 3.01 6.28 -2.10
O 2.12 6.51 -0.03
C 3.40 6.32 0.60
C 3.99 4.87 0.44
C -1.29 5.07 -0.92
C -1.09 3.74 -0.40
S -1.94 3.23 1.11
H 5.00 -2.01 2.94
H 6.30 -2.32 1.75
H 4.85 -3.35 1.77
H 4.72 -0.26 1.03
H 3.39 -1.47 0.92
H 4.15 -2.55 -0.91
H 5.93 -2.08 -0.71
H 5.69 -0.20 -1.96
H 4.14 0.31 -1.22
H 4.52 -0.64 -3.82
H 4.02 -2.22 -3.01
H 2.33 0.00 -4.06
H 2.31 0.10 -2.23
H 1.75 -2.42 -2.25
H 1.21 -2.25 -3.96
H -0.86 -1.43 -3.01
H 0.13 0.04 -2.60
H -0.26 -2.54 -0.82
H 0.96 -1.29 -0.49
H -2.19 -2.47 0.41
H -5.23 -1.07 1.91
H -4.38 -2.63 1.56
H -4.70 -1.09 4.09
H -4.40 -2.83 3.89
H -1.83 -1.41 5.91
H 1.51 3.78 0.87
H 0.62 2.88 1.96
H 1.04 0.53 2.34
H 1.15 2.60 -2.81
H 0.78 4.93 -3.67
H -0.43 7.11 -3.68
H -1.90 7.24 -2.68
H -0.24 7.80 -0.63
H -0.48 9.03 -1.98
H 1.77 8.29 -2.99
H 1.82 8.97 -1.34
H 4.12 7.08 0.21
H 3.36 6.51 1.70
H 3.73 4.20 1.29
H 3.59 4.39 -0.48
H 5.10 4.92 0.32
H -1.99 5.71 -0.34
C -9.67 -0.12 -6.68
O -8.55 0.23 -5.89
C -8.00 1.50 -6.23
C -7.54 2.25 -4.99
O -8.59 2.75 -4.17
C -9.36 1.81 -3.44
C -8.61 1.11 -2.31
O -7.71 0.14 -2.83
C -6.53 0.02 -2.07
H -9.35 -0.40 -7.69
H -10.16 -0.97 -6.21
H -10.39 0.70 -6.72
H -8.73 2.11 -6.76
H -7.14 1.32 -6.88
H -6.99 3.13 -5.33
H -6.83 1.66 -4.40
H -9.84 1.09 -4.10
H -10.17 2.39 -2.98
H -9.32 0.59 -1.66
H -8.07 1.86 -1.72
H -6.07 1.00 -1.89
H -5.82 -0.58 -2.64
H -6.73 -0.48 -1.12
C 3.40 -5.00 4.18
O 4.66 -5.30 4.74
C 4.61 -5.57 6.13
C 5.57 -6.69 6.51
O 5.16 -7.99 6.09
C 5.21 -8.27 4.70
C 6.62 -8.36 4.12
O 7.19 -7.06 3.99
C 8.58 -7.05 4.21
H 3.08 -3.99 4.48
H 3.49 -5.04 3.10
H 2.64 -5.74 4.49
H 3.60 -5.85 6.45
H 4.90 -4.65 6.65
H 5.60 -6.74 7.60
H 6.59 -6.47 6.18
H 4.59 -7.58 4.13
H 4.76 -9.26 4.59
H 6.58 -8.81 3.12
H 7.23 -8.99 4.77
H 8.84 -7.55 5.14
H 8.90 -6.01 4.29
H 9.11 -7.51 3.37
```

Here are the Löwdin charges for atoms 1 to 2, given in e:
1 C -0.131
2 C -0.261


Computed, not measured: a single C15H18N4O4 molecule in a non-equilibrium geometry, with ωB97M-V with the def2-TZVPD basis set.

Calculated values
LUMO energy, eV: 0.345
M, g mol⁻¹: 318.33
Kohn-Sham gap, eV: 9.013
ΔE to the lowest compared entry with this formula, charge and spin, eV: 1.8020
2S+1: 1
SMILES: N[C@@H](Cc1c[nH]cn1)C(=O)N[C@@H](Cc1ccc(O)cc1)C(=O)O

The geometry in XYZ format:
```
41
C15H18N4O4 ωB97M-V with the def2-TZVPD basis set
C -1.99 0.72 1.40
C -2.03 1.61 0.18
C -1.89 -0.78 1.04
C -2.97 -1.17 0.07
C -2.88 -1.45 -1.28
C -4.96 -1.55 -0.61
C 0.48 1.38 -0.17
C 1.32 2.68 -0.27
C 0.94 0.25 -1.14
C 2.21 -0.38 -0.71
C 3.37 -0.10 -1.37
C 2.32 -1.09 0.52
C 4.62 -0.49 -0.92
C 3.54 -1.50 1.02
C 4.70 -1.21 0.29
H -3.00 1.84 2.66
H -3.94 0.95 1.63
H -1.13 0.92 2.05
H -0.94 -1.02 0.59
H -2.04 -1.32 1.99
H -2.04 -1.56 -1.98
H -6.04 -1.70 -0.73
H -4.48 -1.92 -2.64
H -1.00 2.44 -1.25
H 0.47 1.00 0.84
H 0.19 -0.50 -1.11
H 1.02 0.64 -2.15
H 3.28 0.49 -2.28
H 1.39 -1.24 1.04
H 5.57 -0.26 -1.43
H 3.60 -1.99 2.00
H 5.88 -1.84 1.62
H 2.64 1.66 0.64
N -3.16 0.91 2.24
N -4.27 -1.23 0.45
N -4.17 -1.64 -1.69
N -0.88 1.77 -0.52
O -3.11 2.10 -0.13
O 0.94 3.67 -0.83
O 5.92 -1.61 0.68
O 2.53 2.55 0.24
```

Here are the natural (NBO) charges for atoms 1 to 2, given in e:
1 C -0.150
2 C 0.666


Computed, not measured: a molecular structure, C7H4Br2ClFO2S in a non-equilibrium geometry, with ωB97M-V with the def2-TZVPD basis set.

Calculated values
LUMO energy (spin up / spin down), eV: -0.345 / -3.849
M, g mol⁻¹: 366.43
Kohn-Sham gap (spin up / spin down), eV: 5.535 / 6.115
ΔE to the lowest compared entry with this formula, charge and spin, eV: 0.0000
2S+1: 3
Expectation value of S²: 2.059

The geometry in XYZ format:
```
18
C7H4Br2ClFO2S ωB97M-V with the def2-TZVPD basis set
C -0.36 0.89 -0.85
C -0.46 -0.49 1.13
C 0.90 0.41 -1.13
C 0.81 -0.97 0.85
C -1.03 0.44 0.27
C 1.48 -0.53 -0.28
C -3.71 -0.16 -0.48
O -2.89 2.31 0.01
O -3.09 0.74 1.92
F -3.30 -0.08 -1.75
S -2.69 1.01 0.57
Cl 3.04 -1.13 -0.63
Br -5.53 0.37 -0.32
Br -3.42 -1.94 0.16
H -0.84 1.62 -1.49
H -1.00 -0.81 2.00
H 1.44 0.75 -2.00
H 1.27 -1.70 1.50
```

Here are the natural (NBO) charges for atoms 1 to 2, given in e:
1 C -0.145
2 C -0.119


Computed, not measured: 2 unconnected molecules or ions with the total composition C2H8N3 in a non-equilibrium geometry, with ωB97M-V with the def2-TZVPD basis set.

Calculated values
Charge: +1
LUMO energy (spin up / spin down), eV: -4.458 / -7.252
M, g mol⁻¹: 74.11
Kohn-Sham gap (spin up / spin down), eV: 10.198 / 5.428
ΔE to the lowest compared entry with this formula, charge and spin, eV: 8.9672
2S+1: 1

The geometry in XYZ format:
```
13
C2H8N3 ωB97M-V with the def2-TZVPD basis set
C 0.31 -0.55 -1.17
C -2.67 0.35 0.46
N -0.03 0.72 -0.59
N 0.47 -0.13 0.23
N 2.16 0.03 0.63
H -0.61 -1.06 -1.40
H 1.23 -0.55 -1.85
H -1.86 -0.09 1.01
H -3.36 1.15 0.86
H -2.89 -0.09 -0.41
H 2.46 0.61 -0.12
H 2.65 -0.91 0.79
H 2.14 0.51 1.55
```

Here are the natural (NBO) charges for atoms 1 to 2, given in e:
1 C -0.178
2 C -0.274


Computed, not measured: 2 unconnected molecules or ions with the total composition C3H7NO3 in a non-equilibrium geometry, with ωB97M-V with the def2-TZVPD basis set.

Calculated values
LUMO energy (spin up / spin down), eV: -0.701 / -0.700
M, g mol⁻¹: 105.09
Kohn-Sham gap (spin up / spin down), eV: 8.225 / 8.224
ΔE to the lowest compared entry with this formula, charge and spin, eV: 6.2194
2S+1: 1

The geometry in XYZ format:
```
14
C3H7NO3 ωB97M-V with the def2-TZVPD basis set
C 0.89 0.56 1.31
C -1.08 -0.37 -0.62
C 0.31 0.15 -0.86
N 0.45 1.52 -1.24
O -0.42 2.32 -0.98
O 1.52 1.79 -1.79
O 1.23 -0.66 -1.38
H 0.00 1.04 1.67
H 1.76 1.18 1.21
H 1.07 -0.46 1.60
H -1.74 0.46 -0.40
H -1.09 -1.07 0.21
H -1.43 -0.90 -1.51
H 1.93 -0.07 -1.76
```

Here are the natural (NBO) charges for atoms 1 to 2, given in e:
1 C -0.551
2 C -0.676


Computed, not measured: a gas-phase ion, C17H30NO2S (charge +1), with ωB97M-V with the def2-TZVPD basis set.

Calculated values
Charge: +1
LUMO energy, eV: -2.362
M, g mol⁻¹: 312.50
Kohn-Sham gap, eV: 7.936
ΔE to the lowest compared entry with this formula, charge and spin, eV: 0.1072
2S+1: 1
SMILES: CCCCCSc1cc(OC)c(CC[NH+](C)C)cc1OC

The geometry in XYZ format:
```
51
C17H30NO2S ωB97M-V with the def2-TZVPD basis set
C 7.21 0.52 -0.45
C 6.17 -0.41 -1.05
C 5.16 -0.92 -0.03
C 4.26 0.18 0.53
C 3.17 -0.37 1.43
H 3.60 -1.05 2.17
H 2.61 0.41 1.93
S 1.97 -1.43 0.54
C 0.55 -0.48 0.14
C -0.59 -1.24 -0.10
C -1.79 -0.67 -0.47
C -1.89 0.72 -0.59
C -0.75 1.48 -0.35
C 0.47 0.92 0.00
O 1.60 1.64 0.20
C 1.59 3.03 -0.02
H 0.92 3.54 0.69
H 2.61 3.36 0.16
H 1.30 3.28 -1.04
H -0.83 2.55 -0.46
C -3.17 1.40 -0.99
H -2.95 2.41 -1.32
H -3.62 0.87 -1.84
C -4.18 1.48 0.16
N -4.85 0.17 0.38
C -5.16 -0.07 1.80
H -4.25 -0.07 2.39
H -5.65 -1.04 1.91
H -5.83 0.70 2.17
C -6.05 0.03 -0.45
H -6.81 0.74 -0.13
H -5.81 0.22 -1.50
H -6.45 -0.98 -0.37
H -4.16 -0.56 0.05
H -3.64 1.75 1.07
H -4.94 2.23 -0.04
O -2.95 -1.40 -0.71
C -2.85 -2.81 -0.79
H -3.83 -3.16 -1.12
H -2.10 -3.10 -1.52
H -2.61 -3.25 0.18
H -0.49 -2.31 0.01
H 3.80 0.73 -0.30
H 4.85 0.89 1.11
H 4.53 -1.68 -0.50
H 5.69 -1.40 0.80
H 6.68 -1.27 -1.48
H 5.64 0.10 -1.86
H 7.71 0.05 0.39
H 6.75 1.45 -0.10
H 7.96 0.78 -1.19
```

Here are the natural (NBO) charges for atoms 1 to 2, given in e:
1 C -0.608
2 C -0.388


Computed, not measured: a molecular structure, C35H32N9O5PbS3, with ωB97M-V with the def2-TZVPD basis set.

Calculated values
Charge: +1
LUMO energy, eV: -2.805
M, g mol⁻¹: 962.10
Kohn-Sham gap, eV: 7.303
2S+1: 1

The geometry in XYZ format:
```
85
C35H32N9O5PbS3 ωB97M-V with the def2-TZVPD basis set
Pb 0.37 0.14 0.57
C -1.71 3.49 -1.37
O -1.01 4.09 -2.45
C -0.47 3.31 -3.40
C 0.21 3.97 -4.42
C 0.79 3.31 -5.50
C 0.74 1.94 -5.61
C 0.07 1.25 -4.60
C -0.18 -0.12 -4.36
N -0.84 -0.26 -3.24
N -1.23 -1.40 -2.73
C -1.69 -1.57 -1.48
O -1.84 -0.68 -0.61
C -2.03 -2.98 -1.17
C -2.44 -3.30 0.12
C -2.73 -4.61 0.46
C -2.60 -5.62 -0.48
C -2.19 -5.31 -1.77
C -1.90 -4.00 -2.12
C -0.52 1.92 -3.52
O -1.10 1.01 -2.67
H -2.14 4.32 -0.81
H -2.51 2.83 -1.72
H -1.05 2.93 -0.71
H 0.24 5.05 -4.35
H 1.29 3.90 -6.26
H 1.18 1.42 -6.45
H 0.08 -0.98 -4.94
H -2.53 -2.50 0.85
H -3.05 -4.85 1.47
H -2.81 -6.64 -0.22
H -2.08 -6.09 -2.51
H -1.58 -3.75 -3.12
N -1.21 0.45 4.06
C -0.84 -0.80 3.74
N -0.23 -1.17 2.63
C 0.01 -2.53 2.62
C -0.39 -3.19 3.73
S -1.11 -2.11 4.86
C 0.62 -3.14 1.45
C 0.93 -4.45 1.33
S 1.58 -4.78 -0.23
C 1.41 -3.09 -0.64
N 0.90 -2.37 0.33
N 1.74 -2.67 -1.87
H -1.45 1.06 3.29
H -1.77 0.56 4.89
H -0.32 -4.24 3.95
H 0.82 -5.24 2.05
H 2.27 -3.30 -2.45
H 1.86 -1.67 -2.02
N 0.85 2.11 2.06
S 2.05 2.93 2.74
C 3.33 1.67 2.95
C 2.93 0.42 3.38
C 3.87 -0.59 3.48
C 5.20 -0.34 3.18
C 5.60 0.94 2.80
C 4.66 1.95 2.69
C 2.83 3.92 1.45
C 3.41 5.12 1.80
C 3.99 5.92 0.81
C 3.99 5.48 -0.50
C 3.43 4.26 -0.84
C 2.83 3.48 0.13
H -0.02 2.53 2.39
H 1.88 0.24 3.61
H 3.56 -1.58 3.79
H 5.92 -1.14 3.22
H 6.63 1.14 2.58
H 4.98 2.94 2.39
H 3.43 5.44 2.84
H 4.43 6.86 1.08
H 4.43 6.10 -1.27
H 3.46 3.90 -1.86
H 2.38 2.53 -0.12
C -4.29 1.40 -0.23
C -3.29 1.52 0.81
N -2.50 1.63 1.63
H -5.12 2.08 -0.03
H -4.66 0.37 -0.26
H -3.85 1.64 -1.19
O 2.95 -0.04 0.34
N 3.12 0.06 -0.88
O 2.06 0.19 -1.55
```

Here are the Löwdin charges for atoms 1 to 2, given in e:
1 Pb 1.452
2 C -0.051


Computed, not measured: 2 unconnected molecules or ions with the total composition C6H12O in a non-equilibrium geometry, with ωB97M-V with the def2-TZVPD basis set.

Calculated values
LUMO energy, eV: 0.782
M, g mol⁻¹: 100.16
Kohn-Sham gap, eV: 9.448
ΔE to the lowest compared entry with this formula, charge and spin, eV: 1.8698
2S+1: 1
SMILES: C=CC(=C)CC.O

The geometry in XYZ format:
```
19
C6H12O ωB97M-V with the def2-TZVPD basis set
C -1.41 0.79 1.81
C -1.69 0.82 0.26
C -0.67 0.03 -0.46
C -0.90 -1.14 -1.08
C 1.12 1.78 -0.67
C 0.74 0.49 -0.57
H -2.31 0.48 2.33
H -0.56 0.13 1.96
H -1.04 1.74 2.19
H -2.72 0.51 0.10
H -1.66 1.86 -0.06
H -0.04 -1.69 -1.44
H -1.83 -1.68 -1.08
H 2.11 2.02 -1.04
H 0.47 2.57 -0.32
H 1.51 -0.24 -0.74
H 3.13 -2.87 -1.15
H 2.61 -3.11 0.23
O 3.15 -2.50 -0.27
```

Here are the natural (NBO) charges for atoms 1 to 2, given in e:
1 C -0.603
2 C -0.443


Computed, not measured: a gas-phase ion, C4H9NO (charge -1) in a non-equilibrium geometry, with ωB97M-V with the def2-TZVPD basis set.

Calculated values
Charge: -1
LUMO energy (spin up / spin down), eV: 4.508 / 4.323
M, g mol⁻¹: 87.12
Kohn-Sham gap (spin up / spin down), eV: 3.828 / 7.745
ΔE to the lowest compared entry with this formula, charge and spin, eV: 0.3244
2S+1: 2
Expectation value of S²: 0.754

The geometry in XYZ format:
```
15
C4H9NO ωB97M-V with the def2-TZVPD basis set
C -0.13 -2.01 0.71
C -0.59 -0.70 0.16
N 0.42 0.35 0.07
C -0.08 1.59 0.67
C 0.66 0.60 -1.36
O -1.85 -0.45 0.01
H -1.00 -2.63 0.94
H 0.52 -2.69 0.14
H 0.47 -1.86 1.65
H -1.12 1.78 0.40
H 0.39 2.41 0.11
H 0.18 1.72 1.71
H 1.38 1.41 -1.53
H 1.04 -0.31 -1.84
H -0.30 0.80 -1.85
```

Here are the natural (NBO) charges for atoms 1 to 2, given in e:
1 C -0.687
2 C 0.324


Computed, not measured: a molecular structure, C8H14Cl2NO2Se3V, with ωB97M-V with the def2-TZVPD basis set.

Calculated values
Charge: -1
LUMO energy (spin up / spin down), eV: 2.465 / 2.511
M, g mol⁻¹: 514.93
Kohn-Sham gap (spin up / spin down), eV: 7.317 / 7.518
ΔE to the lowest compared entry with this formula, charge and spin, eV: 0.0000
2S+1: 2
Expectation value of S²: 1.187

The geometry in XYZ format:
```
31
C8H14Cl2NO2Se3V ωB97M-V with the def2-TZVPD basis set
V -1.21 -1.02 -0.08
O 0.85 2.81 1.54
C 1.90 2.69 0.61
C 1.86 1.44 -0.28
C 3.20 1.42 -1.03
O 3.33 0.41 -2.01
C 1.75 0.20 0.62
Se 1.17 -1.47 -0.26
C 0.75 1.56 -1.34
Se -1.11 1.34 -0.73
H 0.02 2.58 1.10
H 2.83 2.69 1.19
H 1.93 3.58 -0.05
H 4.01 1.33 -0.28
H 3.35 2.37 -1.55
H 2.90 -0.39 -1.69
H 1.04 0.40 1.43
H 2.72 0.01 1.08
H 0.91 0.82 -2.12
H 0.81 2.55 -1.79
Cl -3.96 -0.32 -0.30
C -4.78 -1.82 0.19
Cl -6.12 -1.50 1.30
H -4.04 -2.45 0.67
H -5.18 -2.29 -0.70
C -1.59 -1.27 1.72
H -2.19 -0.60 2.34
H -1.14 -2.10 2.26
Se -1.98 -3.08 -1.43
C -1.23 -4.49 -0.48
N -0.81 -5.40 0.09
```

Here are the natural (NBO) charges for atoms 1 to 2, given in e:
1 V 0.594
2 O -0.743


Computed, not measured: a single C5H7Cl3 molecule in a non-equilibrium geometry, with ωB97M-V with the def2-TZVPD basis set.

Calculated values
LUMO energy, eV: 0.738
M, g mol⁻¹: 173.47
Kohn-Sham gap, eV: 10.648
ΔE to the lowest compared entry with this formula, charge and spin, eV: 1.0205
2S+1: 1
SMILES: CC[C@@]1(Cl)CC1(Cl)Cl

The geometry in XYZ format:
```
15
C5H7Cl3 ωB97M-V with the def2-TZVPD basis set
C -0.79 0.23 1.37
C -0.47 -0.29 -0.02
C -1.80 0.45 0.31
C 1.94 -0.45 -0.53
C 0.66 0.38 -0.84
Cl -0.60 -2.05 -0.14
Cl -3.23 -0.53 0.11
Cl -2.06 2.00 -0.30
H -0.92 -0.58 2.03
H -0.37 1.10 1.90
H 1.58 -1.48 -0.33
H 2.43 -0.01 0.41
H 2.58 -0.61 -1.33
H 0.38 0.34 -1.93
H 0.68 1.49 -0.70
```

Here are the natural (NBO) charges for atoms 1 to 2, given in e:
1 C -0.458
2 C -0.032


Q: Number 3 is which compound?
A: C15H18N4O4


Q: 2S+1 of number 4 (C7H4Br2ClFO2S)?
A: 3